DFT (wB97M-V/def2-TZVPD) results for a molecular structure, C2H5N3S2 in a non-equilibrium geometry.

Output
- ΔE to the lowest compared entry with this formula, charge and spin (eV) = 5.675

CARTESIAN COORDINATES (ANGSTROEM)
C  0.726  -0.935  -0.326
C  -0.909  0.936  -0.208
H  2.582  0.554  0.007
H  1.372  1.613  1.285
H  0.079  -1.498  -1.156
H  -0.638  1.936  -0.311
H  -3.428  -1.281  0.707
N  1.594  1.246  0.070
N  0.444  0.335  0.035
N  -1.956  0.229  -0.204
S  2.283  -1.663  0.009
S  -2.148  -1.472  0.094

Löwdin population analysis, charges in e, atoms 1 to 6: atom 1 (C): -0.680, atom 2 (C): -0.210, atom 3 (H): 0.070, atom 4 (H): 0.203, atom 5 (H): 0.083, atom 6 (H): 0.092

DFT (wB97M-V/def2-TZVPD) results for a molecular structure, C2H5N4 in a non-equilibrium geometry.

Output
- ΔE to the lowest compared entry with this formula, charge and spin (eV) = 6.361
- total charge = +1

CARTESIAN COORDINATES (ANGSTROEM)
C  1.002  -1.056  -0.033
C  -0.582  0.858  0.003
N  2.273  0.052  0.116
N  -1.430  -0.881  0.143
N  -0.137  -0.445  0.075
N  -1.849  0.356  0.086
H  1.023  -2.097  -0.167
H  -0.329  1.686  0.874
H  -0.350  1.333  -1.016
H  3.176  -0.505  0.154
H  -2.797  0.700  -0.234

Löwdin population analysis, charges in e, atoms 1 to 6: atom 1 (C): 0.033, atom 2 (C): -0.166, atom 3 (N): 0.170, atom 4 (N): 0.238, atom 5 (N): -0.127, atom 6 (N): 0.048

What are the electronic energy values for these records? In order: -1039.674821; -297.719687 hartree.
What are the molecular weight values for these records? In order: 135.217; 85.090 g mol⁻¹.